A molecular structure, CH9N5O in a non-equilibrium geometry. Source: OMol25; level of theory: ωB97M-V with the def2-TZVPD basis set.

As for the net charge: 0. The value obtained for the highest occupied orbital energy is -0.2837 hartree. The value obtained for the energy above the lowest of the compared OMol25 structures with the same formula, charge and spin is 147.1 kcal per mole. The calculation puts the HOMO-LUMO gap at 8.520 eV.

```
16
Properties=species:S:1:pos:R:3:lowdin_charge:R:1
C 0.234 -1.663 0.953 -0.06
N -0.315 -0.582 0.145 -0.26
N -1.669 -0.277 0.432 0.04
N 0.684 0.976 0.264 -0.08
N 0.063 1.659 1.100 -0.08
H -1.653 0.484 1.119 0.05
H -2.047 0.133 -0.424 0.08
H 0.720 1.934 1.836 0.05
H 1.279 -1.796 0.679 0.08
H -0.323 -2.582 0.771 0.08
H 0.152 -1.390 2.005 0.08
N 0.289 1.249 -1.508 -0.08
O 1.320 0.560 -2.277 -0.14
H 1.004 -0.322 -2.507 0.06
H 0.452 2.239 -1.698 0.07
H -0.190 -0.622 -0.890 0.11
```

***

A molecular structure, C3H6AsF6N4O4PtS2. Source: OMol25; level of theory: ωB97M-V with the def2-TZVPD basis set.

As for the net charge: 0. Its multiplicity is 4. The value obtained for the highest occupied orbital energy (alpha / beta) is -0.3825 / -0.3846 hartree. The value obtained for the energy above the lowest of the compared OMol25 structures with the same formula, charge and spin is 0.0 kcal per mole. The calculation puts the HOMO-LUMO gap (alpha / beta) at 10.014 / 6.473 eV.

```
27
Properties=species:S:1:pos:R:3:lowdin_charge:R:1
Pt -0.649 2.138 0.396 1.19
C -0.506 -3.039 -0.543 0.02
C -0.519 -2.235 0.696 -0.32
N -0.274 -2.655 1.895 0.16
N -0.352 -1.541 2.684 0.07
C -0.644 -0.445 2.006 -0.70
S -0.899 1.162 2.530 0.69
N -0.781 -0.876 0.735 -0.08
N -1.025 0.013 -0.312 0.04
H -0.329 -4.077 -0.280 0.10
H 0.297 -2.690 -1.194 0.08
H -1.454 -2.959 -1.076 0.09
H -0.159 -1.609 3.670 0.17
H -1.969 -0.098 -0.672 0.14
H -0.309 -0.131 -1.046 0.08
F 1.507 1.081 0.175 -0.36
As 2.629 -0.007 -0.729 0.75
F 2.972 1.288 -1.784 -0.21
F 1.219 -0.421 -1.748 -0.28
F 3.588 -1.114 -1.601 -0.21
F 2.078 -1.263 0.351 -0.24
F 3.878 0.417 0.352 -0.21
O -1.693 2.546 -1.641 -0.35
S -1.721 3.904 -0.957 0.32
O -2.188 4.979 -1.743 -0.21
O -0.253 4.008 -0.496 -0.40
O -2.443 3.623 0.332 -0.37
```

***

C4H12N2 in the gas phase in a non-equilibrium geometry. Source: OMol25; level of theory: ωB97M-V with the def2-TZVPD basis set.

As for the net charge: 0. The value obtained for the highest occupied orbital energy is -0.3040 hartree. As for the structure (SMILES): NCCCCN. The value obtained for the energy above the lowest of the compared OMol25 structures with the same formula, charge and spin is 48.9 kcal per mole. The calculation puts the HOMO-LUMO gap at 9.420 eV.

```
18
Properties=species:S:1:pos:R:3:lowdin_charge:R:1
C -1.922 0.617 0.273 -0.23
C -0.744 -0.521 0.083 -0.21
C 0.244 -0.054 -0.963 -0.23
C 1.586 -0.768 -0.653 -0.32
N 2.724 0.031 -0.318 -0.03
N -1.919 0.750 1.723 -0.04
H -1.627 1.488 -0.433 0.13
H -2.894 0.288 -0.060 0.08
H -0.314 -0.652 1.031 0.07
H -1.253 -1.374 -0.251 0.08
H 0.478 0.969 -0.959 0.07
H -0.126 -0.386 -2.070 0.15
H 1.346 -1.327 0.312 0.12
H 1.794 -1.422 -1.465 0.09
H 2.779 0.504 0.568 0.06
H 3.102 0.659 -1.085 0.10
H -2.184 -0.016 2.292 0.06
H -1.069 1.216 1.975 0.06
```